Below is a cluster of 10 separate species, C69H168ClN9O12 in total, with properties calculated with wB97M-V/def2-TZVPD.

Positions of all 259 atoms, in Å:
C: 6.19 -5.73 4.74
C: 5.28 -4.85 3.89
C: 4.75 -5.54 2.65
C: 3.53 -4.73 1.99
N: 3.02 -5.30 0.59
C: 4.10 -5.47 -0.54
C: 3.34 -5.20 -1.82
C: 1.94 -4.81 -1.49
C: 2.01 -4.29 -0.06
C: 2.45 -6.77 0.84
C: 1.29 -6.91 1.74
C: 0.71 -8.35 1.70
H: 6.39 -5.50 5.78
H: 7.19 -5.79 4.32
H: 5.85 -6.76 4.63
H: 5.81 -3.96 3.56
H: 4.40 -4.64 4.49
H: 4.45 -6.56 2.90
H: 5.59 -5.62 1.96
H: 3.93 -3.71 1.92
H: 2.58 -4.70 2.52
H: 4.59 -6.44 -0.39
H: 4.65 -4.58 -0.22
H: 3.35 -6.10 -2.45
H: 3.66 -4.35 -2.41
H: 1.26 -5.66 -1.64
H: 1.55 -3.98 -2.08
H: 1.13 -4.20 0.57
H: 2.48 -3.30 -0.03
H: 3.29 -7.40 1.09
H: 2.16 -7.04 -0.17
H: 0.45 -6.28 1.44
H: 1.51 -6.50 2.73
H: 0.25 -8.51 2.67
H: 1.49 -9.08 1.50
H: -0.06 -8.45 0.93
C: 2.60 -2.77 9.78
C: 1.28 -3.14 9.03
C: 0.95 -2.18 7.91
C: 0.34 -0.79 8.31
N: -0.05 0.19 7.11
C: -0.65 1.48 7.72
C: -2.10 1.13 7.94
C: -2.45 0.04 6.97
C: -1.19 -0.39 6.28
C: 1.13 0.61 6.13
C: 2.36 1.17 6.85
C: 3.45 1.71 5.95
H: 3.53 -2.77 9.23
H: 2.71 -3.57 10.52
H: 2.57 -1.78 10.23
H: 0.58 -3.10 9.86
H: 1.32 -4.15 8.61
H: 0.19 -2.63 7.27
H: 1.83 -2.04 7.26
H: 0.84 -0.16 9.03
H: -0.63 -0.95 8.79
H: -0.58 2.29 6.99
H: -0.14 1.76 8.64
H: -2.76 1.96 7.73
H: -2.26 0.70 8.92
H: -3.20 0.35 6.24
H: -2.95 -0.79 7.48
H: -1.22 0.33 5.46
H: -1.09 -1.40 5.89
H: 0.84 1.30 5.35
H: 1.27 -0.38 5.69
H: 2.79 0.37 7.46
H: 2.01 1.89 7.60
H: 3.15 2.55 5.33
H: 3.79 0.97 5.23
H: 4.37 2.10 6.39
C: 4.19 2.85 -7.38
C: 2.90 2.33 -6.82
C: 2.92 0.71 -6.88
C: 2.23 0.02 -5.63
N: 1.75 -1.41 -5.89
C: 0.48 -1.50 -6.87
C: -0.67 -0.95 -6.03
C: -0.35 -1.35 -4.63
C: 1.06 -2.03 -4.62
C: 2.86 -2.39 -6.43
C: 3.93 -2.81 -5.39
C: 4.90 -3.83 -6.06
H: 4.09 3.92 -7.56
H: 4.57 2.40 -8.29
H: 5.00 2.68 -6.67
H: 1.97 2.75 -7.20
H: 2.91 2.53 -5.75
H: 3.97 0.41 -6.91
H: 2.51 0.28 -7.78
H: 1.37 0.58 -5.26
H: 2.83 -0.09 -4.72
H: 0.27 -2.52 -7.18
H: 0.71 -1.06 -7.84
H: -1.65 -1.40 -6.21
H: -0.89 0.11 -6.15
H: -1.13 -2.05 -4.30
H: -0.39 -0.55 -3.89
H: 0.90 -3.10 -4.73
H: 1.79 -1.72 -3.87
H: 3.35 -1.93 -7.29
H: 2.35 -3.31 -6.71
H: 3.48 -3.23 -4.49
H: 4.49 -1.94 -5.05
H: 5.65 -4.10 -5.31
H: 5.37 -3.41 -6.94
H: 4.43 -4.72 -6.47
C: 4.48 1.89 0.99
O: 3.08 1.71 0.92
C: 2.58 1.04 2.12
C: 1.15 0.69 1.78
N: 1.15 -0.42 0.73
H: 1.62 -0.02 -0.08
H: 1.83 -1.11 1.00
C: -0.15 -1.03 0.25
C: -1.06 0.13 -0.40
O: -0.37 0.78 -1.45
C: -1.14 1.70 -2.20
H: 4.88 2.40 1.86
H: 4.78 2.60 0.21
H: 4.97 0.94 0.76
H: 2.48 1.76 2.93
H: 3.13 0.17 2.47
H: 0.44 1.46 1.48
H: 0.65 0.16 2.59
H: -0.70 -1.50 1.06
H: 0.19 -1.80 -0.43
H: -1.44 0.89 0.27
H: -2.01 -0.31 -0.69
H: -1.67 2.32 -1.48
H: -1.92 1.33 -2.86
H: -0.43 2.34 -2.74
C: 2.74 2.70 -2.76
O: 2.87 3.78 -3.71
C: 2.11 4.95 -3.30
C: 2.22 5.94 -4.46
N: 1.05 7.02 -4.39
H: 0.18 6.67 -4.01
H: 1.26 7.75 -3.73
C: 0.75 7.66 -5.79
C: 1.98 8.42 -6.38
O: 2.99 7.55 -6.84
C: 4.19 8.34 -7.06
H: 3.18 1.71 -2.89
H: 1.69 2.51 -2.52
H: 3.15 3.04 -1.81
H: 2.59 5.42 -2.43
H: 1.09 4.71 -3.03
H: 2.06 5.44 -5.41
H: 3.14 6.54 -4.44
H: -0.05 8.33 -5.50
H: 0.38 6.91 -6.49
H: 2.41 9.08 -5.62
H: 1.69 8.97 -7.27
H: 4.60 8.74 -6.13
H: 3.89 9.13 -7.75
H: 5.03 7.76 -7.44
C: -0.33 -5.50 5.66
O: -1.41 -6.43 5.51
C: -2.01 -6.34 4.20
C: -2.93 -5.15 4.10
N: -3.88 -5.08 5.28
H: -4.32 -5.98 5.35
H: -3.41 -4.89 6.15
C: -5.04 -4.03 5.13
C: -4.58 -2.61 4.89
O: -3.90 -2.47 3.59
C: -3.08 -1.29 3.42
H: 0.21 -5.76 6.57
H: -0.71 -4.48 5.73
H: 0.39 -5.57 4.84
H: -2.56 -7.19 3.80
H: -1.20 -6.17 3.49
H: -3.59 -5.24 3.24
H: -2.31 -4.26 4.21
H: -5.57 -4.09 6.09
H: -5.74 -4.48 4.43
H: -3.93 -2.21 5.67
H: -5.55 -2.13 4.76
H: -2.36 -1.29 4.23
H: -3.78 -0.45 3.49
H: -2.54 -1.20 2.48
C: -8.42 -4.85 -3.56
O: -7.02 -4.88 -3.56
C: -6.31 -4.10 -4.55
C: -4.78 -4.06 -4.24
N: -4.17 -3.47 -2.92
H: -3.16 -3.54 -2.90
H: -4.25 -2.47 -3.00
C: -4.66 -4.19 -1.62
C: -4.46 -3.39 -0.34
O: -5.35 -2.34 -0.53
C: -5.34 -1.28 0.39
H: -8.96 -5.03 -2.63
H: -8.76 -5.65 -4.22
H: -8.87 -3.95 -3.96
H: -6.53 -3.04 -4.43
H: -6.65 -4.24 -5.58
H: -4.38 -3.55 -5.13
H: -4.28 -5.02 -4.27
H: -4.22 -5.18 -1.53
H: -5.74 -4.21 -1.78
H: -3.43 -3.05 -0.23
H: -4.79 -3.89 0.57
H: -6.27 -0.72 0.29
H: -4.54 -0.56 0.25
H: -5.21 -1.56 1.43
C: -4.14 2.80 -6.11
O: -5.54 3.11 -6.27
C: -5.93 4.14 -5.42
C: -6.72 3.57 -4.27
N: -5.88 2.64 -3.34
H: -6.54 2.35 -2.63
H: -5.62 1.78 -3.80
C: -4.64 3.19 -2.60
C: -4.71 2.54 -1.21
O: -5.62 3.29 -0.42
C: -5.96 2.76 0.82
H: -3.43 3.57 -5.81
H: -3.64 2.55 -7.05
H: -3.93 1.93 -5.49
H: -6.65 4.73 -5.99
H: -5.14 4.80 -5.08
H: -7.51 2.87 -4.55
H: -7.11 4.31 -3.57
H: -4.80 4.26 -2.48
H: -3.71 2.87 -3.06
H: -3.75 2.60 -0.70
H: -4.90 1.46 -1.16
H: -6.51 3.52 1.38
H: -5.09 2.64 1.46
H: -6.54 1.85 0.69
C: 3.87 7.32 2.97
O: 3.76 8.00 1.67
C: 3.36 9.40 1.73
C: 1.82 9.52 1.87
N: 1.26 8.37 0.95
H: 1.48 8.76 0.04
H: 1.87 7.57 1.02
C: -0.21 8.00 1.07
C: -0.49 6.69 0.34
O: 0.66 5.88 0.69
C: 0.52 4.60 0.04
H: 4.60 7.79 3.63
H: 4.09 6.26 2.83
H: 2.93 7.19 3.51
H: 3.49 9.83 0.74
H: 3.86 9.92 2.54
H: 1.32 10.47 1.70
H: 1.54 9.25 2.89
H: -0.55 8.82 0.44
H: -0.39 8.14 2.14
H: -0.69 6.88 -0.71
H: -1.39 6.15 0.62
H: 0.33 4.61 -1.04
H: -0.33 4.08 0.47
H: 1.35 3.90 0.17
Cl: 3.58 -1.21 -1.67

Computed properties:
Charge = +8
Lowest unoccupied orbital energy = -14.76 eV
Total energy = -124677.947 eV



Below is a structure of composition C21H28N3O4S, with properties calculated with wB97M-V/def2-TZVPD.

Positions of all 57 atoms, in Å:
O: 1.86 2.71 0.24
C: 0.71 2.73 0.02
N: 0.16 2.93 -1.09
C: -1.26 3.13 -1.39
H: -1.38 4.19 -2.02
H: -1.91 3.22 -0.41
C: -1.79 2.09 -2.20
N: -0.48 0.92 -2.13
S: -0.55 -0.01 -0.71
O: 0.61 0.02 -0.09
O: -1.75 0.30 0.23
C: -0.78 -1.65 -1.29
C: 0.23 -2.34 -1.81
C: -0.07 -3.81 -2.16
C: 1.15 -4.59 -2.52
C: 0.69 -5.76 -2.98
C: -0.59 -6.15 -3.48
C: -1.65 -5.35 -3.10
C: -1.31 -4.29 -2.55
C: -2.54 -3.28 -2.18
C: -2.13 -2.00 -1.71
H: -3.14 -1.35 -1.29
H: -3.48 -3.67 -2.41
H: -2.71 -5.71 -3.23
H: -0.40 -7.33 -3.75
H: 1.62 -6.58 -3.28
H: 2.00 -4.17 -2.36
H: 1.20 -2.27 -1.30
C: 0.60 1.44 -2.54
H: 0.67 1.21 -3.71
H: 1.51 0.65 -2.06
C: 1.05 2.88 -2.27
H: 0.55 3.46 -3.02
H: 1.98 3.15 -2.11
H: -1.71 2.30 -3.29
H: -2.58 1.32 -1.80
C: 0.06 2.56 1.33
N: 0.43 1.57 2.22
H: 0.76 0.75 1.51
C: 0.13 1.16 3.65
H: -1.09 1.04 3.36
H: 0.46 0.27 3.94
C: 0.56 2.36 4.53
H: -0.09 3.28 4.29
C: 0.63 1.79 6.03
H: -0.37 2.08 6.31
H: 0.43 0.70 5.85
C: 1.75 2.31 6.34
H: 2.33 1.59 7.35
C: 2.74 2.31 5.44
H: 3.62 2.93 5.34
H: 3.21 1.22 5.12
O: 1.99 2.47 4.09
H: 1.60 3.33 6.80
H: 1.48 1.94 2.18
H: -0.39 3.40 2.07
H: -1.02 2.22 1.13

Computed properties:
Charge = +1
Lowest unoccupied orbital energy = -2.70 eV
Total energy = -45701.778 eV
Relative energy (zero: lowest compared OMol25 entry of this formula, charge and spin) = 454.4 kcal/mol



Below is a structure of composition C54H28F4IN9O5Ti, with properties calculated with wB97M-V/def2-TZVPD.

Positions of all 102 atoms, in Å:
Ti: 0.02 -0.15 0.14
O: 3.71 1.69 -2.90
C: 3.59 2.88 -2.29
C: 4.03 4.02 -2.98
C: 3.95 5.26 -2.39
C: 3.44 5.41 -1.10
C: 3.00 4.28 -0.42
C: 3.06 3.02 -1.00
C: 2.53 1.82 -0.28
O: 2.36 0.74 -0.94
N: 2.24 1.95 1.00
N: 1.67 0.77 1.42
C: 2.04 0.34 2.57
C: 1.64 -0.92 3.16
C: 2.08 -1.27 4.44
C: 1.78 -2.50 4.98
C: 1.05 -3.43 4.24
C: 0.61 -3.13 2.97
C: 0.91 -1.88 2.43
O: 0.47 -1.57 1.22
H: 3.32 1.03 -2.26
H: 4.42 3.89 -3.98
H: 4.29 6.14 -2.93
H: 3.36 6.38 -0.64
H: 2.57 4.36 0.57
H: 2.76 0.94 3.12
H: 2.66 -0.54 5.00
H: 2.12 -2.75 5.98
H: 0.82 -4.39 4.67
H: 0.02 -3.81 2.36
C: -4.14 0.66 -1.24
C: -4.06 0.13 -2.52
C: -2.97 -0.63 -2.87
C: -1.94 -0.84 -1.95
C: -1.97 -0.28 -0.66
C: -3.11 0.46 -0.33
C: -0.80 -1.69 -2.27
C: -0.92 -2.74 -3.21
C: 0.09 -3.64 -3.33
C: 1.27 -3.48 -2.57
C: 2.35 -4.39 -2.65
C: 3.47 -4.22 -1.89
C: 3.55 -3.11 -1.02
C: 2.53 -2.21 -0.92
C: 1.36 -2.38 -1.68
N: 0.30 -1.50 -1.56
H: -5.02 1.22 -0.94
H: -4.87 0.30 -3.23
H: -2.91 -1.07 -3.86
H: -3.22 0.92 0.64
H: -1.85 -2.89 -3.74
H: -0.02 -4.50 -3.98
H: 2.25 -5.23 -3.33
H: 4.29 -4.92 -1.95
H: 4.45 -2.97 -0.43
H: 2.62 -1.35 -0.27
F: -4.30 -2.46 1.16
C: -5.00 -2.30 0.01
C: -6.01 -1.36 0.04
F: -6.14 -0.67 1.19
C: -6.82 -1.04 -1.06
C: -6.49 -1.81 -2.19
C: -5.46 -2.72 -2.22
F: -5.20 -3.31 -3.42
C: -4.64 -3.02 -1.13
C: -3.51 -3.93 -1.19
C: -2.47 -3.81 -0.25
N: -1.62 -3.70 0.53
C: -3.28 -4.85 -2.23
N: -3.07 -5.65 -3.05
F: -7.18 -1.63 -3.33
C: -7.85 -0.03 -1.04
C: -8.36 0.51 0.16
N: -8.82 0.98 1.12
C: -8.43 0.49 -2.21
N: -8.93 0.96 -3.15
N: -4.36 1.90 5.92
C: -3.72 1.60 5.01
C: -2.88 1.22 3.90
C: -2.82 -0.10 3.48
C: -1.95 -0.41 2.46
N: -1.18 0.51 1.88
C: -1.26 1.79 2.26
C: -2.10 2.19 3.28
H: -3.45 -0.86 3.92
H: -1.89 -1.42 2.05
H: -0.64 2.49 1.71
H: -2.15 3.23 3.56
I: -1.60 2.57 -7.38
C: -1.36 2.57 -5.31
C: -2.25 3.28 -4.52
C: -2.09 3.29 -3.14
C: -1.05 2.57 -2.56
C: -0.17 1.84 -3.36
C: -0.32 1.86 -4.74
C: -0.91 2.56 -1.07
O: -1.48 3.35 -0.36
O: -0.14 1.59 -0.64
H: -3.07 3.83 -4.97
H: -2.76 3.83 -2.50
H: 0.63 1.28 -2.90
H: 0.38 1.31 -5.36

Computed properties:
Charge = -2
Lowest unoccupied orbital energy = 2.79 eV
Total energy = -122192.227 eV
Relative energy (zero: lowest compared OMol25 entry of this formula, charge and spin) = 14.0 kcal/mol



Below is the molecule CH2F2O3, with properties calculated with wB97M-V/def2-TZVPD.

Positions of all 8 atoms, in Å:
O: 1.85 0.43 -0.15
O: 0.83 -0.53 -0.10
C: -0.50 0.01 0.03
O: -1.43 -0.92 -0.08
F: -0.77 0.94 -0.98
F: -0.55 0.82 1.12
H: 1.63 1.03 0.58
H: -1.07 -1.78 -0.41

Computed properties:
Lowest unoccupied orbital energy = 0.55 eV
Total energy = -12644.161 eV
Relative energy (zero: lowest compared OMol25 entry of this formula, charge and spin) = 2.3 kcal/mol
SMILES string = OOC(O)(F)F



Below is a structure of composition C23H23Cl9N4, with properties calculated with wB97M-V/def2-TZVPD.

Positions of all 59 atoms, in Å:
N: 10.79 -22.95 -1.66
C: 10.45 -23.82 -2.64
C: 11.34 -24.71 -3.25
C: 12.62 -24.83 -2.71
C: 12.97 -23.94 -1.71
C: 12.08 -22.99 -1.24
H: 9.51 -23.70 -3.16
H: 10.94 -25.43 -3.95
H: 13.28 -25.56 -3.15
H: 14.01 -23.92 -1.41
H: 12.31 -22.19 -0.54
N: 11.08 -22.35 3.41
C: 9.90 -22.06 4.00
C: 9.67 -22.26 5.32
C: 10.56 -23.11 6.03
C: 11.73 -23.54 5.39
C: 11.90 -23.16 4.09
H: 9.17 -21.60 3.37
H: 8.74 -21.86 5.71
H: 10.32 -23.40 7.04
H: 12.44 -24.17 5.90
H: 12.78 -23.48 3.55
N: 11.02 -19.22 1.65
C: 10.75 -18.46 2.73
C: 11.21 -18.73 4.01
C: 12.17 -19.74 4.13
C: 12.57 -20.57 3.02
C: 11.91 -20.24 1.83
H: 10.19 -17.54 2.67
H: 10.89 -18.15 4.87
H: 12.64 -19.86 5.10
H: 13.36 -21.29 3.16
H: 12.10 -20.90 0.99
N: 8.43 -19.04 -1.29
C: 9.14 -19.93 -0.61
C: 9.75 -21.02 -1.20
C: 9.41 -21.27 -2.51
C: 8.68 -20.37 -3.28
C: 8.13 -19.28 -2.60
H: 9.25 -19.69 0.44
H: 10.42 -21.70 -0.69
H: 9.77 -22.12 -3.07
H: 8.46 -20.57 -4.32
H: 7.56 -18.50 -3.08
C: 10.38 -23.72 1.44
Cl: 8.62 -23.49 1.75
Cl: 11.01 -22.23 0.62
Cl: 10.74 -25.08 0.38
H: 10.87 -23.92 2.39
C: 10.04 -26.38 4.72
Cl: 8.39 -26.42 5.33
Cl: 10.38 -24.99 3.62
Cl: 10.37 -27.89 3.80
H: 10.67 -26.24 5.60
C: 8.53 -26.51 -0.75
Cl: 7.93 -27.01 -2.34
Cl: 8.97 -27.89 0.34
Cl: 7.35 -25.39 -0.01
H: 9.45 -25.92 -0.79

Computed properties:
Lowest unoccupied orbital energy = 0.10 eV
Total energy = -142872.411 eV
Relative energy (zero: lowest compared OMol25 entry of this formula, charge and spin) = 299.1 kcal/mol



What are the HOMO level values for these records? In order: -21.73; -11.08; -1.57; -11.23; -8.25 eV.
What are the Kohn-Sham gap values for these records? In order: 6.97; 8.39; 4.35; 11.77; 8.35 eV.